Entry 1:
Entry from OMol25: a cluster of 2 separate species, C2H8N3 in total at a distorted geometry (ωB97M-V/def2-TZVPD).

The total charge is +1. Its LUMO energy is -0.161 Eh. The energy above the lowest of the compared OMol25 structures with the same formula, charge and spin comes out at 3.5485 eV. Its spin multiplicity is 1.

Last column: natural (NBO) charge in e.
Positions of all 13 atoms, in Å:
C: 2.53 -0.32 0.01  0.0250
N: 1.51 0.57 -0.20  -0.6702
H: 3.51 0.01 -0.40  0.2216
H: 2.19 -1.37 0.16  0.1871
H: 1.95 1.51 0.16  0.3931
H: -0.46 -1.36 1.14  0.3942
N: -2.06 0.74 -0.49  -0.7370
C: -1.69 -0.37 0.05  0.4278
N: -0.59 -0.38 0.86  -0.7340
H: -2.39 1.50 0.06  0.4409
H: -2.57 0.67 -1.38  0.4219
H: -2.20 -1.25 -0.42  0.2073
H: 0.27 0.05 0.45  0.4225

---

Entry 2:
Entry from OMol25: a cluster of 2 separate species, C2H8N3 in total at a distorted geometry (ωB97M-V/def2-TZVPD).

The total charge is +1. Its LUMO energy is -0.119 Eh. The energy above the lowest of the compared OMol25 structures with the same formula, charge and spin comes out at 2.3550 eV. Its spin multiplicity is 1.

Last column: natural (NBO) charge in e.
Positions of all 13 atoms, in Å:
C: -2.12 -0.05 -0.15  -0.0022
C: 1.80 0.27 0.04  0.3901
N: -1.37 -0.98 0.23  -0.6319
N: 1.04 1.28 0.14  -0.7129
N: 1.23 -0.87 -0.30  -0.7097
H: -1.60 0.51 -0.95  0.1621
H: -3.24 0.03 0.21  0.2219
H: 2.81 0.34 0.43  0.2329
H: 0.19 1.29 -0.31  0.3941
H: 1.19 2.30 0.48  0.4550
H: 0.14 -0.87 -0.31  0.4239
H: 1.72 -1.65 -0.34  0.4061
H: -1.78 -1.60 0.82  0.3706

---

Entry 3:
Entry from OMol25: a cluster of 2 separate species, C2H8N3O in total (ωB97M-V/def2-TZVPD).

The total charge is +1. Its LUMO energy is -0.147 Eh. The energy above the lowest of the compared OMol25 structures with the same formula, charge and spin comes out at 0.5360 eV. Its spin multiplicity is 1.

Last column: natural (NBO) charge in e.
Positions of all 14 atoms, in Å:
C: -0.03 0.74 1.19  0.8080
C: 0.21 -0.92 -2.80  0.1182
N: 0.15 1.98 1.65  -0.7890
N: -0.38 -0.21 2.07  -0.8020
N: 0.05 -1.41 -1.65  -0.5971
O: 0.14 0.49 -0.02  -0.7182
H: -0.56 -1.15 1.78  0.4116
H: 0.23 -1.51 -3.71  0.2154
H: 0.33 0.16 -2.89  0.2194
H: 0.01 2.22 2.62  0.4104
H: 0.42 2.70 1.00  0.4271
H: -0.54 0.00 3.05  0.4118
H: -0.06 -2.41 -1.53  0.4179
H: 0.05 -0.67 -0.76  0.4663

---

Entry 4:
Entry from OMol25: the molecule C2H8N3O7P3 at a distorted geometry (ωB97M-V/def2-TZVPD).

Its LUMO energy is 0.013 Eh. The energy above the lowest of the compared OMol25 structures with the same formula, charge and spin comes out at 0.0000 eV. Its spin multiplicity is 1.

Last column: natural (NBO) charge in e.
Positions of all 23 atoms, in Å:
C: -0.47 2.54 1.05  -0.1425
C: -1.24 1.48 0.32  0.7971
N: 0.13 -0.54 -2.37  -1.3670
N: -1.16 -1.32 -0.35  -0.8711
N: 1.42 -1.20 0.11  -0.6791
O: 0.75 2.65 0.55  -0.7186
O: -2.19 0.87 0.77  -0.6397
O: -0.61 1.10 -0.78  -0.7796
O: -2.45 -1.68 0.10  -0.5768
O: 2.53 -2.03 0.02  -0.5785
O: -0.28 -1.68 1.91  -0.9985
O: 1.94 1.10 -1.46  -1.1018
P: -1.34 -0.19 -1.57  1.4872
P: 1.72 -0.29 -1.77  1.4764
P: 0.02 -2.23 0.34  1.4603
H: -1.03 3.42 0.96  0.1939
H: -0.45 2.13 2.12  0.1837
H: 0.86 1.98 -0.15  0.5153
H: 1.51 -0.57 1.05  0.4294
H: -0.13 -0.91 -3.28  0.4330
H: -2.86 -0.89 0.65  0.5146
H: 3.01 -1.75 -0.81  0.4671
H: 0.32 -2.00 2.57  0.4950

---

Entry 5:
Entry from OMol25: a cluster of 2 separate species, C2H8N3OS in total at a distorted geometry (ωB97M-V/def2-TZVPD).

The total charge is +1. Its LUMO energy (spin up / spin down) is -0.154 / -0.268 Eh. The energy above the lowest of the compared OMol25 structures with the same formula, charge and spin comes out at 4.7971 eV. Its spin multiplicity is 1.

Last column: natural (NBO) charge in e.
Positions of all 15 atoms, in Å:
C: -1.92 -0.50 -0.13  0.7712
C: 4.44 -0.66 0.07  -0.5067
N: -3.18 -0.90 0.15  -0.7895
N: -1.81 0.93 0.21  -0.3862
N: -0.82 1.73 -0.33  -0.3542
O: -0.96 -1.13 -0.61  -0.5788
S: 0.88 1.28 -0.26  0.4335
H: 3.94 -1.36 -0.62  0.1504
H: 5.39 -0.67 -0.38  0.1971
H: 3.98 -0.50 0.95  0.1673
H: -3.81 -0.41 0.71  0.4143
H: -3.34 -1.93 0.03  0.4483
H: -2.65 1.49 0.41  0.4179
H: -0.93 2.64 0.26  0.4398
H: 0.77 0.02 -0.44  0.1755

---

Entry 6:
Entry from OMol25: the molecule C2H8N3P at a distorted geometry (ωB97M-V/def2-TZVPD).

Its LUMO energy is 0.045 Eh. The energy above the lowest of the compared OMol25 structures with the same formula, charge and spin comes out at 0.6935 eV. Its spin multiplicity is 1.

Last column: natural (NBO) charge in e.
Positions of all 14 atoms, in Å:
C: 1.16 -0.01 -0.48  0.1055
C: 2.57 0.44 -0.10  -0.6514
N: 0.26 0.79 -0.13  -0.6431
N: -1.46 -1.43 0.05  -1.2011
N: -2.47 0.84 0.68  -1.1698
P: -1.64 0.13 -0.61  1.1956
H: 1.19 -0.96 -1.08  0.1457
H: 2.56 1.13 0.64  0.2180
H: 3.14 -0.33 0.16  0.2011
H: 3.10 0.89 -0.92  0.2130
H: -1.33 -2.24 -0.52  0.3858
H: -2.23 -1.86 0.54  0.3962
H: -1.83 0.98 1.45  0.4042
H: -3.03 1.62 0.33  0.4003

---

Entry 7:
Entry from OMol25: a cluster of 2 separate species, C2H8N3S in total at a distorted geometry (ωB97M-V/def2-TZVPD).

The total charge is +1. Its LUMO energy (spin up / spin down) is -0.199 / -0.199 Eh. The energy above the lowest of the compared OMol25 structures with the same formula, charge and spin comes out at 2.2476 eV. Its spin multiplicity is 1.

Last column: natural (NBO) charge in e.
Positions of all 14 atoms, in Å:
C: -0.37 0.39 0.34  -0.2445
C: -0.69 0.90 -0.92  0.1897
N: -1.49 2.01 1.53  -0.2886
N: -0.85 0.96 1.47  -0.1105
N: -0.40 0.43 -2.11  -0.6718
S: 2.25 -2.64 -0.21  -0.3241
H: -0.07 -0.66 0.40  0.2352
H: -1.29 1.82 -0.92  0.2384
H: -1.68 2.31 2.49  0.3691
H: 2.70 -2.34 1.00  0.1504
H: -0.44 0.37 2.27  0.4211
H: -0.13 -0.59 -2.04  0.4173
H: -0.49 0.81 -3.01  0.4418
H: 2.95 -3.77 -0.28  0.1764

---

Entry 8:
Entry from OMol25: the ion C2H8N3S2 with charge +1 at a distorted geometry (ωB97M-V/def2-TZVPD).

The total charge is +1. Its LUMO energy (spin up / spin down) is -0.112 / -0.320 Eh. The energy above the lowest of the compared OMol25 structures with the same formula, charge and spin comes out at 3.3474 eV. Its spin multiplicity is 3.

Last column: natural (NBO) charge in e.
Positions of all 15 atoms, in Å:
C: -0.21 0.51 -1.28  -0.0146
C: -0.12 -0.14 1.08  0.0038
N: 0.02 1.33 -2.25  -0.6790
N: 0.23 0.71 -0.06  -0.6437
N: 0.01 -1.55 1.07  -0.8670
S: -1.26 -0.84 -1.61  0.5793
S: 0.45 0.83 2.58  0.0580
H: -1.42 -0.15 1.24  0.1974
H: 0.47 2.23 -2.09  0.4364
H: -0.20 1.02 -3.25  0.4344
H: 1.20 1.12 -0.16  0.3981
H: -1.08 -1.62 -0.53  0.1940
H: 0.92 -1.87 1.25  0.3880
H: -0.65 -2.11 1.69  0.4189
H: 1.65 0.54 2.32  0.0960

---

Entry 9:
Entry from OMol25: the molecule C2H8N4 at a distorted geometry (ωB97M-V/def2-TZVPD).

Its LUMO energy is 0.035 Eh. The energy above the lowest of the compared OMol25 structures with the same formula, charge and spin comes out at 3.7038 eV. Its spin multiplicity is 1.

Last column: natural (NBO) charge in e.
Positions of all 14 atoms, in Å:
C: -0.99 -0.69 1.14  -0.7287
C: -0.14 -0.12 -0.01  0.3511
H: -0.97 -1.96 1.22  0.2483
H: -0.49 -0.25 2.24  0.2602
H: -2.13 -0.18 0.96  0.2498
H: -0.67 -1.56 -1.20  0.3600
H: 1.34 -0.24 -1.75  0.3710
H: 0.25 0.04 -3.05  0.3491
H: 0.19 1.97 1.63  0.3318
H: 1.67 2.11 1.06  0.3545
N: -0.44 -0.61 -1.26  -0.4568
N: 0.56 -0.70 -2.31  -0.6554
N: 0.80 0.80 0.05  -0.3766
N: 1.02 1.39 1.28  -0.6583

---

Entry 10:
Entry from OMol25: the molecule C2H8N4O at a distorted geometry (ωB97M-V/def2-TZVPD).

Its LUMO energy is 0.034 Eh. The energy above the lowest of the compared OMol25 structures with the same formula, charge and spin comes out at 3.2084 eV. Its spin multiplicity is 1.

Last column: natural (NBO) charge in e.
Positions of all 15 atoms, in Å:
C: 1.28 0.19 0.34  0.0703
N: 0.03 -0.61 -0.21  -0.2031
N: 0.23 -2.01 -0.12  -0.6554
N: -1.68 1.45 -0.56  -0.8360
C: -1.64 0.73 0.60  0.2616
O: 2.37 -0.16 -0.44  -0.7179
N: -0.86 -0.25 0.85  -0.3862
H: 2.15 -0.01 -1.37  0.4683
H: 0.52 -2.29 0.83  0.3343
H: 0.99 -2.24 -0.77  0.3563
H: -2.51 1.96 -0.80  0.3929
H: -1.18 1.02 -1.33  0.4036
H: 1.01 1.24 0.23  0.1554
H: 1.58 -0.04 1.37  0.1718
H: -2.31 1.03 1.39  0.1841